DFT (the ωB97M-V functional and the def2-TZVPD basis) results for 3 unconnected molecules or ions with the total composition C39H69N2O10 at a distorted geometry.

Geometry as XYZ:
```
120
Properties=species:S:1:pos:R:3:forces:R:3:mulliken_charge:R:1
C -9.2638 -2.3263 -6.6581 -0.5 0.4 -0.3 -0.83
C -9.3881 -0.8459 -5.9212 0.1 0.1 0.3 -0.31
C -8.2154 -0.6098 -4.7567 -1.8 -1.9 -0.2 -0.48
O -7.8729 0.8176 -4.6628 5.0 -1.1 -0.2 -0.24
C -6.4235 1.0419 -4.5475 1.0 3.9 2.3 0.18
C -5.9058 2.3882 -3.7293 1.6 -5.9 -3.7 -0.31
N -4.3899 2.2679 -3.8800 -2.7 -3.2 -1.7 0.34
C -3.5947 3.3934 -3.2536 0.6 1.1 1.0 -0.66
C -2.3542 2.8967 -2.3031 1.2 0.1 -0.7 -0.03
O -1.9619 3.9064 -1.2649 0.8 -1.5 -2.2 -0.44
C -0.4907 3.8689 -1.2866 1.6 0.0 1.0 0.44
C 0.2224 4.6077 0.0167 -1.3 -0.6 0.0 -0.67
O 1.6741 4.2345 -0.0720 -2.1 -2.3 3.0 -0.39
C 1.8003 3.1898 0.9931 1.3 -2.1 3.2 0.22
C 1.4521 1.5991 0.7901 0.9 0.9 2.9 -0.19
C 1.5682 0.4842 2.0267 1.0 4.7 0.3 -0.22
C 2.0718 0.9846 3.5320 -1.0 2.1 -3.1 -0.07
C 2.1289 -0.1378 4.7689 1.3 -0.1 -0.8 1.82
C 3.7059 -0.6976 4.7366 -0.2 1.1 -1.1 -1.24
C 1.1965 -1.4407 4.4250 0.5 -0.5 0.5 -1.49
C 1.9210 0.5079 6.2551 -0.1 -0.7 0.0 -1.29
C 0.3782 0.7819 6.7136 -0.8 1.1 1.2 1.24
C 0.4619 1.9166 7.9408 0.3 -0.6 0.4 -1.00
C -0.5967 1.4392 5.5731 0.9 1.2 -0.2 -1.22
C -0.4090 -0.5021 7.3591 -1.0 0.0 0.1 -1.21
C 2.4399 2.5730 3.6965 -1.2 -1.1 -3.2 -0.24
C 2.3314 3.6819 2.4729 -1.0 -4.1 -0.2 -0.43
C -3.9472 1.0437 -4.6671 -3.2 1.7 1.1 -0.34
C -2.4130 0.6213 -5.0604 -1.0 -0.6 -0.4 -0.29
C -1.5677 -0.1156 -3.8628 1.4 0.1 0.3 -0.04
C -0.4363 -1.1721 -4.4925 0.1 0.3 1.2 -0.75
C 0.6068 -0.4570 -5.5389 -0.4 0.1 -0.4 -0.26
C 2.1292 -0.2456 -4.9350 -0.1 0.8 -1.1 -0.50
C 3.1849 -1.0214 -5.9256 1.1 0.7 0.1 -0.37
O 3.7642 -2.2360 -5.3309 -2.1 0.1 -0.2 -0.39
C 2.6980 -3.1058 -4.7576 0.1 0.5 0.9 -0.45
N -5.2248 0.2866 -5.0779 -0.1 4.5 2.8 -0.12
H -8.4200 -2.9723 -6.1474 -1.9 1.1 -1.1 0.28
H -10.3225 -2.8714 -6.6360 2.5 1.0 0.1 0.25
H -9.0125 -2.1514 -7.8091 -0.4 -0.5 2.6 0.23
H -10.4253 -0.7245 -5.3425 2.3 -0.2 -1.6 0.29
H -9.2890 -0.0409 -6.7785 -0.2 -1.4 2.1 0.27
H -7.3184 -1.3217 -4.9959 -1.4 1.6 0.5 0.24
H -8.6837 -0.9319 -3.7084 1.2 0.7 -2.2 0.21
H -6.5011 3.2374 -3.1890 1.5 -2.0 -1.2 0.34
H -3.2303 4.1134 -4.1122 -0.6 -1.5 1.8 0.17
H -4.3460 3.9838 -2.5501 1.6 -1.3 -1.7 0.29
H -1.4034 2.8135 -3.0127 -2.2 -0.1 1.3 0.20
H -2.5232 1.8544 -1.7790 0.0 2.1 -1.1 0.32
H -0.1592 2.7249 -1.2177 -0.5 2.5 -0.2 -0.29
H -0.0375 4.3843 -2.2537 -1.1 -1.2 1.8 0.24
H 0.0617 5.7663 0.0479 0.6 -2.2 -0.4 0.32
H -0.2143 4.1531 1.0192 0.7 1.0 -2.2 0.34
H 1.0950 1.1974 -0.2724 0.9 1.1 2.6 0.03
H 1.2757 -0.6173 1.7535 0.7 2.4 0.8 0.16
H 4.3459 0.0388 5.3885 -1.1 -1.7 -1.1 0.32
H 4.0760 -0.5380 3.6132 -0.7 -0.7 2.5 0.32
H 3.7938 -1.8258 5.0414 -0.2 2.3 -0.4 0.32
H 1.2668 -2.1677 5.3589 -0.2 1.5 -1.9 0.37
H 1.6662 -2.0553 3.5171 -1.1 1.5 1.9 0.43
H 0.0659 -1.2112 4.2311 2.2 -0.3 0.3 0.18
H 2.5973 1.4770 6.3273 -1.6 -1.9 -0.2 0.31
H 2.3924 -0.2577 7.0405 -1.0 1.5 -1.7 0.22
H 0.7196 1.3442 8.9553 -0.3 1.4 -2.2 0.15
H -0.5678 2.4500 8.1359 2.0 -1.0 -0.6 0.28
H 1.3151 2.7153 7.7066 -2.0 -1.6 0.5 0.26
H -1.6826 1.6796 5.9945 2.4 -0.9 -0.9 0.42
H -0.6082 0.8323 4.5715 -0.2 1.1 2.0 0.20
H -0.1299 2.5059 5.3099 -1.0 -2.3 0.4 0.26
H -1.5618 -0.1971 7.4016 2.5 -0.7 0.0 0.31
H -0.3642 -1.4872 6.7306 0.1 1.9 1.1 0.25
H -0.1122 -0.7500 8.4736 -0.3 0.6 -2.3 0.29
H 2.7887 2.9618 4.7440 -0.7 -0.8 -2.3 0.20
H 2.6210 4.8029 2.7311 -0.7 -2.7 -0.9 0.29
H -2.4925 -0.1684 -5.9462 -0.1 1.8 1.8 0.37
H -1.8782 1.5650 -5.5031 -1.1 -1.8 1.0 0.36
H -2.2259 -0.6576 -3.0558 1.0 1.0 -1.8 0.40
H -0.9256 0.6942 -3.2768 -1.5 -1.6 -1.3 -0.25
H -0.9397 -2.1576 -4.9070 0.9 2.2 0.6 0.37
H 0.2174 -1.5069 -3.5517 -1.5 0.6 -2.0 0.27
H 0.6050 -1.1304 -6.5194 0.3 1.5 2.1 0.27
H 0.2522 0.6192 -5.9049 0.4 -2.3 0.9 0.14
H 2.2364 -0.5259 -3.7968 -0.2 0.3 -2.4 0.25
H 2.3991 0.9151 -5.0029 -0.6 -2.5 0.1 0.35
H 4.0931 -0.2772 -6.1399 -1.8 -1.9 0.6 0.27
H 2.7396 -1.2846 -6.9859 0.5 0.5 2.2 0.19
H 3.0567 -4.2163 -4.6575 -0.5 2.3 -0.5 0.29
H 1.7113 -3.0407 -5.3929 1.9 -0.2 1.2 0.15
H 2.5320 -2.6963 -3.6494 -0.1 -1.1 -2.3 0.20
H -5.3005 -0.5985 -5.6471 0.4 1.5 1.0 0.34
C 4.8838 -4.4929 -7.6965 -0.1 -0.3 0.2 -1.00
C 4.4403 -3.9121 -9.0274 0.2 0.3 0.6 -0.16
O 4.1367 -4.9539 -9.9641 -1.1 -0.5 -0.2 -0.34
C 2.9361 -5.5635 -9.7973 0.1 0.1 0.4 0.74
O 2.1097 -5.2937 -8.9394 0.9 -0.3 -1.2 -0.57
O 2.8248 -6.5406 -10.7294 0.2 0.9 0.7 -0.32
C 1.6425 -7.3263 -10.6015 -0.5 -0.4 0.0 -0.61
H 5.7111 -5.1959 -7.8387 0.0 0.2 -0.1 0.36
H 5.2039 -3.7002 -7.0155 -0.1 -0.1 -0.1 0.31
H 4.0726 -5.0512 -7.2164 0.1 0.2 -0.1 0.23
H 5.2591 -3.3277 -9.4587 -0.2 -0.3 -0.2 0.32
H 3.5872 -3.2342 -8.9099 0.0 -0.3 0.0 0.24
H 0.7463 -6.6987 -10.5752 0.2 -0.1 0.1 0.28
H 1.7049 -7.9489 -9.7026 -0.1 0.2 -0.1 0.29
H 1.5750 -7.9837 -11.4735 0.3 0.3 0.1 0.23
C 1.9992 2.9130 15.0843 0.3 0.2 -0.1 -1.09
C 1.3388 1.7422 14.3781 0.0 0.1 0.7 -0.16
O 1.4561 1.8712 12.9554 0.8 -0.4 -0.8 -0.33
C 2.6641 1.5425 12.4324 0.3 0.0 0.7 0.70
O 3.6321 1.1449 13.0621 -1.4 0.5 -1.0 -0.56
O 2.6188 1.7574 11.0954 -0.2 -0.2 0.9 -0.24
C 3.8632 1.5410 10.4350 0.5 -0.1 -0.3 -0.52
H 1.6070 3.8627 14.7063 -0.1 -0.2 0.1 0.29
H 1.8278 2.8614 16.1626 0.0 0.0 -0.1 0.36
H 3.0805 2.9243 14.9087 -0.2 -0.1 0.1 0.31
H 0.2687 1.7371 14.6081 0.1 0.0 -0.4 0.29
H 1.7459 0.7826 14.7164 0.1 0.2 -0.2 0.30
H 4.2708 0.5516 10.6645 0.0 0.2 0.1 0.34
H 4.5740 2.3262 10.7140 0.0 -0.3 0.0 0.31
H 3.6903 1.5986 9.3562 -0.3 0.1 0.3 0.03
```
Positions in Å, forces in eV/Å.

Summary:
HOMO ... -9.890 eV
Gap between HOMO and LUMO ... 0.236 Ha
Charge ... +1
Total energy ... -64987.4220 eV
LUMO level ... -3.476 eV